# C19H11FeN4O7

A molecular structure, C19H11FeN4O7 (wB97M-V/def2-TZVPD, OMol25).

Values from the calculation:
DFT total energy = -74563.131 eV
Molar mass = 463.2 g mol⁻¹
<S²> = 0.784
Gap between HOMO and LUMO (spin up / spin down) = 0.3173 / 0.3286 Eh
Spin multiplicity = 2

Geometry (Å):
Fe: -0.7746 -0.4491 0.1363
O: 0.2786 5.0635 2.1647
C: -0.0160 3.8404 1.6948
C: -0.7621 3.6463 0.5234
C: -0.9745 2.3486 0.1175
N: -0.4289 1.3427 0.7781
C: 0.0688 1.4918 1.9982
C: 0.3441 2.7434 2.4921
C: -0.0935 0.1694 2.7605
O: 0.3430 0.0057 3.8722
O: -0.8496 -0.6482 2.0793
C: -2.0308 1.8088 -0.8542
O: -2.6407 2.5341 -1.5991
O: -2.2162 0.5265 -0.6755
H: -0.0616 5.7453 1.5732
H: -1.2283 4.4618 -0.0151
H: 0.7379 2.8738 3.4897
O: -1.2674 -4.3253 0.4881
C: -0.7662 -3.2428 0.3833
N: -1.0818 -2.2112 -0.4924
C: -0.9994 -2.4515 -1.8278
O: -0.9783 -3.5134 -2.4084
C: -0.7039 -1.1656 -2.5719
C: -1.0531 -1.0251 -3.9004
C: -0.7477 0.1618 -4.5434
C: -0.0660 1.1453 -3.8423
C: 0.2590 0.9169 -2.5193
N: -0.0590 -0.2090 -1.8805
C: 0.4800 -2.7922 1.0975
C: 1.1235 -3.5632 2.0405
C: 2.3105 -3.0807 2.5737
C: 2.8001 -1.8623 2.1324
C: 2.0616 -1.1396 1.2058
N: 0.9180 -1.5876 0.7042
H: -1.5591 -1.8444 -4.3904
H: -1.0290 0.3185 -5.5757
H: 0.1981 2.0870 -4.3007
H: 0.8121 1.6554 -1.9496
H: 0.6933 -4.5116 2.3281
H: 2.8443 -3.6450 3.3264
H: 3.7218 -1.4541 2.5203
H: 2.3930 -0.1651 0.8669